C23H32N2O5 | ωB97M-V/def2-TZVPD

Highest occupied orbital energy   -8.32 eV
SMILES   CC[C@@](C)(C(=O)NC1CCCC1)N(C[C@H]1CCCO1)C(=O)c1ccc2c(c1)OCO2
Multiplicity   1
Energy above the lowest of the compared OMol25 structures with the same formula, charge and spin   2.114 eV

Geometry as XYZ:
```
62
C23H32N2O5 ωB97M-V/def2-TZVPD
C -1.514 -0.203 -1.267
H 1.516 -3.858 -3.060
O -3.471 3.976 -3.080
C 0.935 -1.536 4.864
H -1.487 -2.302 0.736
C -2.580 1.596 0.123
H 0.873 0.456 0.856
C 1.408 -1.834 0.391
H -3.617 3.135 1.232
H 1.959 -3.835 -1.356
C 1.146 -3.662 -2.057
C -3.277 2.792 0.270
C -3.518 3.518 -0.871
H -0.157 1.562 -0.051
H 1.754 4.171 -0.779
H 2.996 3.547 -1.891
H -0.447 -3.680 0.324
H 2.919 -3.430 4.085
C 1.854 -0.888 3.811
C -0.896 -2.765 -0.053
H -5.191 5.067 -2.764
C 1.995 -3.271 3.529
H 1.102 3.393 -3.350
H 1.483 -1.559 -2.261
C -2.144 1.153 -1.119
C 1.225 1.382 -2.481
H 1.361 -1.419 5.859
O -4.165 4.716 -1.011
C 0.466 0.672 -0.135
C 2.101 -1.961 2.744
C 0.191 -1.807 -0.563
N 1.101 -1.900 1.700
H 2.402 0.233 -1.024
C 0.985 2.888 -2.394
H -0.015 3.094 -2.009
H -2.121 1.529 -3.249
H 3.065 -1.846 2.243
H -2.381 0.996 0.999
H -0.049 -1.069 4.875
C -4.155 5.002 -2.394
H -0.115 -3.231 3.991
N -0.354 -0.430 -0.592
C 0.833 -3.025 4.491
H 2.036 1.169 -3.178
H -1.577 -3.010 -0.863
H 1.416 0.009 3.374
H 2.805 -0.605 4.259
O 2.261 2.206 -0.519
C 0.664 -2.218 -1.972
H 0.887 -3.668 5.368
H 0.343 0.826 -2.788
H 1.830 -4.127 2.877
O -2.091 -1.048 -1.928
H 0.342 -4.363 -1.851
C -3.099 3.069 -2.125
C 1.659 1.035 -1.055
O 2.553 -1.802 -0.010
H -0.165 -2.072 -2.663
C -2.422 1.885 -2.278
C 2.050 3.310 -1.384
H 0.139 -1.927 1.993
H -3.647 5.964 -2.567
```

C23H32N2O6 | ωB97M-V/def2-TZVPD

Highest occupied orbital energy   -7.97 eV
SMILES   CCO[C@H]1OC(C(=O)N2CCN(C)CC2)=C[C@@H](c2ccc3c(c2)OCO3)[C@@H]1CCCO
Multiplicity   1
Energy above the lowest of the compared OMol25 structures with the same formula, charge and spin   3.214 eV

Geometry as XYZ:
```
63
C23H32N2O6 ωB97M-V/def2-TZVPD
H -0.325 1.954 1.393
C 3.338 1.024 -0.615
C -2.168 -0.918 1.073
N 4.650 1.405 -0.126
H -2.980 -1.319 0.460
H 3.926 0.867 3.140
C -4.845 0.114 2.429
H 4.768 -0.244 2.016
C -0.538 0.909 1.240
H -0.840 -3.914 -0.694
C 5.242 2.455 -0.926
H 3.536 -1.013 0.048
H 1.850 -0.487 -0.179
H -4.429 -1.993 2.275
O 1.646 0.881 3.392
O -1.838 1.001 -4.971
H -0.033 0.405 -5.766
H 1.510 -4.317 -1.175
C 1.233 -3.324 -0.832
H 5.321 2.114 -1.957
C 1.652 0.390 2.278
H 6.242 2.666 -0.550
H 4.655 3.387 -0.908
C -0.813 0.995 -2.959
H 0.239 1.008 -1.104
C -1.885 0.675 -0.872
H 3.895 2.634 1.433
H -4.793 0.277 1.343
C -1.856 0.528 0.637
H -6.580 -0.768 2.468
H -2.048 -1.864 3.009
H -0.284 2.178 -5.636
H -4.002 0.409 -0.969
C -3.098 0.568 -1.538
C -0.942 -1.798 0.781
H 5.568 2.050 1.622
C -2.034 0.872 -3.619
C 0.364 0.000 1.595
H -4.201 -1.305 3.885
O 0.215 -1.355 1.459
H -2.631 1.183 1.049
H -1.113 -2.815 1.175
H 2.611 1.853 -0.519
C -0.453 1.209 -5.140
O 0.183 1.207 -3.880
C -0.247 -3.085 -1.108
C -0.713 0.908 -1.594
H 1.436 -3.246 0.233
H -0.430 -3.026 -2.184
H -4.145 0.576 -3.429
O -0.744 -1.860 -0.601
C -4.041 -1.126 2.820
H 3.419 0.760 -1.672
H -4.445 0.996 2.934
C -3.198 0.662 -2.923
C 2.833 -0.184 0.178
H 1.838 -2.590 -1.359
O -6.190 0.031 2.840
C 4.059 0.586 2.094
C -2.540 -0.996 2.564
N 2.779 0.152 1.579
C 4.569 1.773 1.277
H -2.155 -0.116 3.083
```

C23H32N4O2S | ωB97M-V/def2-TZVPD

Highest occupied orbital energy   -8.21 eV
SMILES   CCCc1nc2c(sc3nc4c(cc32)COC(C)(C)C4)c(=O)n1CCN(CC)CC
Multiplicity   1
Energy above the lowest of the compared OMol25 structures with the same formula, charge and spin   0.135 eV

Geometry as XYZ:
```
62
C23H32N4O2S ωB97M-V/def2-TZVPD
C 0.329 4.092 2.062
C -0.315 -4.538 -2.689
H -3.057 -5.078 -4.090
O -0.424 -5.148 -3.949
C -1.629 2.597 2.227
H 0.517 -5.048 -2.192
C -2.611 -4.155 -4.454
H -1.098 1.638 2.095
C -0.166 -2.352 -3.936
H -0.021 4.377 1.071
H -3.202 -3.788 -5.289
N 1.304 2.027 1.013
H 0.497 -3.303 -5.699
N 0.958 -0.264 0.657
H -2.640 -3.411 -3.661
C -0.544 3.407 4.243
H 0.698 4.999 2.550
H -1.485 3.075 0.107
S 0.539 1.345 -2.893
C -2.231 3.033 0.896
C 1.536 0.362 2.858
H -1.042 -2.456 -5.868
H 0.391 3.903 4.513
H -2.997 2.322 0.596
H 2.904 -1.074 4.780
C 3.359 -0.118 4.532
H 2.342 3.756 1.419
H -0.161 -5.573 -6.426
H 1.092 -0.620 3.025
C -0.065 -3.055 -2.723
H -1.779 5.057 4.862
C 0.227 -2.357 -1.566
C -1.668 4.001 5.090
C 0.834 1.263 -1.180
C -0.455 -3.091 -5.204
H 1.906 2.811 2.860
H -0.441 2.336 4.484
H 2.975 0.633 5.219
C -1.180 -5.302 -6.166
H -2.613 3.506 4.888
H -1.737 -6.214 -5.970
C 0.739 -0.012 -0.653
H -2.448 2.415 2.928
H 1.090 1.063 3.564
O 1.297 3.537 -0.703
N -0.004 -1.042 -4.026
N -0.792 3.619 2.829
H 3.455 -0.493 2.414
C 1.154 2.384 -0.347
H -1.636 -4.774 -6.999
C 0.282 -0.382 -2.923
H 4.433 -0.200 4.680
C 1.236 0.732 1.435
C 3.050 0.262 3.090
C 0.417 -0.981 -1.652
H -1.439 3.889 6.147
H -2.684 4.015 1.000
H -1.224 -4.725 -2.090
C 1.557 3.158 1.892
H 3.532 1.212 2.851
C -1.174 -4.419 -4.918
H 0.312 -2.853 -0.611
```

C23H32N4O4 | ωB97M-V/def2-TZVPD

Highest occupied orbital energy   -9.11 eV
SMILES   CC(C)C[C@H](NC(=O)c1[nH]cnc1C(=O)N[C@@H](C)c1ccccc1)C(=O)OC(C)(C)C
Multiplicity   1
Energy above the lowest of the compared OMol25 structures with the same formula, charge and spin   0.072 eV

Geometry as XYZ:
```
63
C23H32N4O4 ωB97M-V/def2-TZVPD
O 3.349 0.320 -2.094
H -0.479 -1.380 -0.805
C -4.706 -1.607 0.215
C -0.013 0.064 -2.313
H 5.596 2.825 -2.358
H -4.022 2.711 0.994
H 5.262 0.122 -3.803
H 1.516 -2.819 -1.152
C -1.122 0.234 2.392
H 0.346 0.794 -1.594
H -1.613 -2.074 -2.892
H 2.091 -1.731 -2.421
H -0.546 -3.351 -2.311
H 2.488 2.923 -2.111
C -3.101 2.296 1.395
C -5.962 -1.836 0.750
N 1.626 -1.100 4.375
C 0.074 -1.350 -1.748
H 5.044 1.695 -4.586
C -5.576 -0.105 2.363
H -2.209 0.520 4.022
C -6.396 -1.082 1.826
H 4.654 2.419 -0.917
H 3.200 -1.488 -0.169
C -3.889 -0.626 0.747
C -0.112 -0.275 3.339
N -0.377 -0.264 4.682
O -0.943 0.262 1.177
C 1.153 -0.804 3.129
C 4.545 0.908 -4.028
H -2.515 1.879 0.582
H 0.782 -0.882 6.327
H 2.541 -1.502 4.520
O 3.128 -1.618 2.174
H -4.361 -2.193 -0.624
C 2.730 0.424 -0.927
H -1.047 0.310 -2.548
C 0.677 -0.759 5.268
H -7.375 -1.254 2.250
H -0.053 -2.339 -3.670
C -3.436 1.215 2.425
C 2.915 2.541 -3.033
C 1.523 -1.781 -1.490
H -6.601 -2.600 0.331
C -0.575 -2.341 -2.715
O 2.577 1.432 -0.287
H 0.626 -0.308 0.743
C -4.317 0.134 1.829
H 3.753 0.486 -4.641
N -2.229 0.653 3.019
H -5.922 0.480 3.204
H 5.783 1.239 -1.594
H 0.575 0.145 -3.225
C 5.073 2.026 -1.839
C 3.963 1.471 -2.731
C 2.034 -1.103 1.978
H 2.117 2.125 -3.644
N 1.521 -0.806 0.780
H 3.380 3.362 -3.573
C 2.276 -0.955 -0.435
H -2.912 -0.454 0.326
H -2.526 3.090 1.864
H -3.982 1.683 3.253
```

C23H32N6O2 | ωB97M-V/def2-TZVPD

Highest occupied orbital energy   -8.09 eV
SMILES   CCCN1CCN(CCCNC(=O)Cn2ncc3c4ccccc4n(C)c3c2=O)CC1
Multiplicity   1
Energy above the lowest of the compared OMol25 structures with the same formula, charge and spin   2.601 eV

Geometry as XYZ:
```
63
C23H32N6O2 ωB97M-V/def2-TZVPD
N 1.637 0.495 -4.274
H 1.513 2.396 2.788
H 2.360 3.249 1.475
O 2.774 3.026 -0.646
H 0.050 -5.341 3.675
C -1.304 -3.711 3.253
H -2.015 -3.272 0.574
H -3.397 2.717 3.808
C 0.652 -1.525 -3.307
C -0.613 -4.668 4.216
C 2.726 1.096 -3.756
H 0.461 -2.576 -3.529
H -0.021 -4.118 4.944
N 0.305 -1.268 -0.871
C -2.912 2.667 2.844
C -0.819 2.505 -0.744
C -3.684 2.399 1.711
H -1.963 -3.038 3.802
O 3.821 0.588 -3.664
C 0.446 2.762 -0.202
H 0.352 -2.354 3.199
C -0.414 -2.515 -0.664
N 1.344 2.586 -2.363
H 0.761 1.003 -4.194
C 1.631 2.811 -1.024
H 1.650 -1.570 0.745
C -0.193 -0.653 1.435
C -0.965 2.790 1.502
H -4.747 2.248 1.825
H -0.896 0.104 1.076
H 2.000 -2.205 -1.748
H 0.277 -3.328 -0.374
C -0.911 2.296 -2.133
H -0.962 3.070 3.641
H -3.711 2.116 -0.415
H 0.352 -3.534 1.880
C -0.290 -2.868 2.478
H 2.181 3.145 -4.187
H 1.879 -0.447 -1.905
C -1.488 -2.330 0.416
H 1.110 -1.173 -5.394
N -0.962 -1.855 1.681
H -2.207 -1.583 0.067
C 1.436 3.196 2.049
H 0.243 -0.307 2.374
C -1.740 2.520 0.346
H 3.326 2.945 -2.818
C 1.535 -0.938 -4.413
H -1.920 -4.282 2.557
C 1.297 -1.373 -1.927
N 0.351 2.933 1.144
C 2.439 2.544 -3.313
C -3.114 2.324 0.459
H 1.275 4.144 2.567
H -0.305 -0.996 -3.299
H -1.345 -5.267 4.751
N 0.138 2.341 -2.890
H -0.899 -2.803 -1.598
H 1.420 0.110 0.215
C -1.551 2.866 2.761
C 0.904 -0.839 0.382
H 2.548 -1.344 -4.355
H -1.845 2.092 -2.632
```

C23H32N6O3PRuS3 | ωB97M-V/def2-TZVPD

Expectation value of S²   0.76
Highest occupied orbital energy (spin up / spin down)   -7.63 / -7.52 eV
Multiplicity   2
Energy above the lowest of the compared OMol25 structures with the same formula, charge and spin   0.375 eV

Geometry as XYZ:
```
69
C23H32N6O3PRuS3 ωB97M-V/def2-TZVPD
H 1.962 -4.890 -2.479
P -1.720 3.019 -2.633
H -1.723 5.320 -3.393
S -2.935 -1.105 -1.101
C -2.087 0.096 5.024
C -1.051 4.684 -2.814
C -3.995 1.494 1.748
O -2.923 -0.108 -2.145
H -2.413 1.398 -4.211
H -6.184 0.727 4.235
H 2.350 -3.462 -0.491
C 3.166 -0.074 1.441
N 0.493 -2.563 -0.577
H -3.948 3.918 -2.606
H -1.939 -3.101 -2.855
N 1.919 -0.804 1.766
C 3.676 -0.429 0.043
H -4.575 -2.233 0.927
H 3.142 -1.318 -0.304
H -0.084 4.633 -3.314
C -0.030 -4.091 -2.802
C -1.540 2.339 4.193
C -3.423 0.939 0.618
C -4.418 -1.192 1.170
Ru 0.203 -0.682 0.496
C 3.523 0.691 -0.984
H 1.857 1.847 -0.222
H 2.937 0.989 1.524
H 1.586 -0.528 2.689
H -5.593 -1.228 2.957
C -0.966 0.380 2.886
S -0.935 -1.296 2.472
H -3.316 3.669 -0.963
H 4.195 1.513 -0.722
H 0.261 0.721 -1.659
H -4.606 1.395 4.631
N -1.404 -1.441 -0.625
H 2.084 1.957 -1.951
N -1.579 3.487 4.284
N 1.083 0.228 -1.270
C -4.780 0.723 2.604
H -2.795 1.526 -0.038
C -3.640 -0.401 0.340
C -0.685 -2.440 -1.222
C -3.374 3.246 -1.966
C -5.364 1.330 3.848
O -3.602 -2.350 -1.387
H 3.857 0.322 -1.959
N -2.563 -0.586 5.821
H -0.910 5.116 -1.823
C 2.120 1.265 -1.106
H -1.004 2.306 -4.801
C 1.202 -4.199 -2.145
H -5.730 2.340 3.659
C 1.420 -3.407 -1.045
H -3.864 2.274 -1.920
H 1.379 -0.462 -1.957
C -1.495 0.926 4.030
S -0.245 1.292 1.593
H 3.918 -0.304 2.198
H -2.623 3.039 -4.882
C -0.988 -3.212 -2.360
C -1.968 2.390 -4.300
H 2.120 -1.800 1.838
C -4.985 -0.620 2.299
H -0.226 -4.701 -3.675
O -0.824 2.141 -1.821
H 4.729 -0.708 0.094
H -3.813 2.536 1.985
```

C23H33BiIN8O3 | ωB97M-V/def2-TZVPD

Highest occupied orbital energy (spin up / spin down)   -10.32 / -10.32 eV
Multiplicity   1
Charge   +1

Geometry as XYZ:
```
69
C23H33BiIN8O3 ωB97M-V/def2-TZVPD
C 12.559 6.923 13.784
N 8.916 13.410 9.628
C 12.029 11.931 7.004
C 13.452 13.821 6.450
C 9.043 10.011 12.347
H 13.258 13.481 8.884
H 10.726 7.856 9.612
C 6.454 11.038 12.752
C 6.644 9.624 12.685
C 13.614 11.658 5.282
C 14.638 8.005 12.281
H 15.609 9.593 11.339
H 12.968 10.839 4.883
C 13.863 6.414 13.829
H 12.373 8.183 8.980
N 13.064 11.497 8.047
H 10.060 6.316 15.767
H 7.025 11.589 5.968
H 11.552 10.974 6.694
H 14.683 12.394 9.141
H 7.706 13.498 7.410
C 10.877 8.565 12.941
I 10.508 12.551 13.369
H 12.052 5.550 15.384
C 7.921 9.148 12.375
H 12.704 14.534 6.917
C 8.871 11.392 12.588
Bi 11.322 10.482 10.293
H 5.459 11.429 12.800
C 7.926 11.536 6.606
N 14.814 6.954 13.052
H 11.280 12.630 7.359
C 12.213 8.064 12.953
H 13.265 9.654 7.049
C 13.360 8.672 12.185
H 8.095 8.108 12.127
H 11.400 5.117 13.824
H 15.758 12.740 5.709
C 8.827 12.372 8.742
H 16.212 12.145 7.255
C 15.360 12.420 6.651
H 5.820 8.924 12.865
C 7.543 11.881 12.622
C 13.853 12.672 8.491
N 8.028 12.579 7.625
C 11.509 5.983 14.498
N 14.614 11.191 6.187
H 16.644 8.459 12.338
H 8.626 14.365 9.326
O 13.297 9.739 11.428
H 9.369 13.246 10.529
N 14.539 13.410 7.360
H 10.957 8.745 8.071
H 14.709 10.204 8.001
H 13.806 14.281 5.565
O 9.362 11.244 8.965
N 12.646 12.585 5.887
H 10.257 8.222 13.767
C 15.797 8.551 11.613
H 14.215 5.670 14.517
H 8.037 10.581 7.117
N 10.306 9.454 12.129
C 11.354 8.538 9.062
O 10.347 6.617 14.882
H 14.079 12.131 4.369
H 7.385 12.969 12.728
C 13.903 10.529 7.374
H 8.762 11.651 5.906
H 16.034 8.076 10.577
```